Record 1
C43H52As3ClCoNO3PSe | the ωB97M-V functional and the def2-TZVPD basis

Positions of all 106 atoms, in Å:
Co 0.282 -0.160 -0.510
C 0.693 3.184 1.572
As -0.026 1.410 1.323
C -1.920 1.923 1.290
C 0.141 0.879 3.181
C -0.302 -0.507 3.628
C -1.765 -0.791 3.263
C 0.651 -1.529 2.997
As 0.466 -2.017 1.115
C -0.973 -3.316 1.252
C 2.035 -3.140 1.122
C -0.102 -0.637 5.155
As -1.041 0.372 6.578
C -1.727 2.026 5.778
C -2.753 -0.591 6.564
H 0.067 3.661 2.326
H 0.651 3.754 0.653
H 1.721 3.096 1.912
H -2.222 2.258 2.283
H -2.567 1.104 0.981
H -2.038 2.748 0.590
H -0.410 1.654 3.707
H 1.203 1.009 3.390
H -1.910 -0.837 2.181
H -2.426 -0.013 3.648
H -2.092 -1.749 3.677
H 0.576 -2.482 3.528
H 1.682 -1.181 3.106
H -1.100 -3.598 2.294
H -0.689 -4.174 0.650
H -1.909 -2.915 0.864
H 1.915 -3.869 1.923
H 2.912 -2.525 1.311
H 2.123 -3.632 0.161
H 0.959 -0.508 5.374
H -0.340 -1.666 5.447
H -0.912 2.700 5.516
H -2.321 2.505 6.557
H -2.364 1.853 4.909
H -2.566 -1.658 6.691
H -3.316 -0.433 5.644
H -3.350 -0.248 7.408
O 2.993 -0.957 -0.649
N 2.159 -0.128 -1.368
C 2.364 -0.263 -2.608
C 1.714 0.554 -3.663
C 2.475 0.646 -4.828
C 2.110 1.483 -5.869
C 0.969 2.260 -5.750
C 0.193 2.158 -4.606
C 0.520 1.287 -3.565
P -0.626 1.205 -2.130
C -2.207 0.531 -2.730
C -2.628 0.570 -4.054
C -3.840 -0.004 -4.421
C -4.641 -0.618 -3.470
C -4.228 -0.661 -2.144
C -3.016 -0.096 -1.781
C -0.975 2.989 -1.946
C 0.106 3.859 -1.792
C -0.102 5.224 -1.667
C -1.396 5.735 -1.683
C -2.476 4.877 -1.828
C -2.267 3.506 -1.965
H 3.144 -0.431 0.217
H 3.141 -0.958 -2.917
H 3.388 0.065 -4.899
H 2.727 1.545 -6.757
H 0.684 2.945 -6.539
H -0.690 2.780 -4.515
H -2.014 1.030 -4.815
H -4.150 0.019 -5.459
H -5.579 -1.074 -3.762
H -4.842 -1.148 -1.398
H -2.677 -0.169 -0.755
H 1.119 3.466 -1.778
H 0.745 5.890 -1.551
H -1.559 6.803 -1.592
H -3.485 5.271 -1.843
H -3.114 2.844 -2.088
Se 3.470 1.051 1.641
C 4.508 0.018 2.878
C 5.680 -0.636 2.480
C 6.432 -1.383 3.383
C 6.033 -1.500 4.710
C 4.872 -0.859 5.122
C 4.120 -0.112 4.219
H 6.000 -0.548 1.448
H 7.339 -1.876 3.047
H 6.621 -2.079 5.412
H 4.549 -0.936 6.156
H 3.219 0.393 4.553
Cl -1.875 -4.447 -7.623
C -1.375 -3.906 -6.043
C -1.003 -2.584 -5.867
C -0.616 -2.158 -4.604
C -0.587 -3.044 -3.534
C -0.948 -4.371 -3.736
C -1.352 -4.807 -4.990
C -0.155 -2.586 -2.168
O 0.216 -3.403 -1.337
O -0.230 -1.301 -2.013
H -1.021 -1.902 -6.708
H -0.327 -1.128 -4.444
H -0.907 -5.055 -2.899
H -1.642 -5.837 -5.156

Results
frontier orbital gap (alpha / beta)	6.155 / 6.268	eV
largest force on an atom	1.213	eV/Å
energy above the lowest of the compared OMol25 structures with the same formula, charge and spin	0.0	kcal per mole
total energy	-13243.2591	Ha
multiplicity	2
LUMO level (alpha / beta)	-0.34 / -0.22	eV



Record 2
C43H52BN8O2P2Sr | the ωB97M-V functional and the def2-TZVPD basis

Positions of all 109 atoms, in Å:
Sr -0.204 0.738 -1.277
C -4.946 1.148 -1.883
C -3.852 0.504 -1.294
N -2.776 1.280 -1.329
N -3.139 2.425 -1.945
C -4.437 2.365 -2.288
B -2.184 3.606 -2.284
N -1.365 4.075 -1.067
C -1.500 5.268 -0.459
C -0.534 5.369 0.520
C 0.164 4.158 0.427
N -0.337 3.387 -0.526
N -1.243 3.273 -3.459
C -1.423 3.660 -4.735
C -0.416 3.118 -5.504
C 0.350 2.390 -4.585
N -0.145 2.494 -3.360
H -5.949 0.777 -2.004
H -3.794 -0.471 -0.834
H -4.904 3.193 -2.795
H -2.892 4.516 -2.632
H -2.270 5.953 -0.772
H -0.361 6.189 1.196
H 0.982 3.804 1.034
H -2.254 4.292 -5.000
H -0.265 3.221 -6.564
H 1.224 1.783 -4.762
C -1.492 0.643 5.136
C -0.612 1.423 4.166
C 0.795 0.835 4.115
P -1.316 1.660 2.451
C -2.863 2.623 2.849
C -2.503 3.891 3.629
C -3.567 3.019 1.551
C -1.960 -0.010 2.034
C -3.274 -0.416 2.283
C -3.743 -1.663 1.911
C -2.881 -2.543 1.265
C -1.578 -2.171 1.012
C -1.077 -0.908 1.388
N 0.221 -0.518 1.033
C 1.255 -1.311 1.407
C 1.149 -2.276 2.455
C 2.216 -3.034 2.876
C 3.475 -2.900 2.286
C 3.612 -1.976 1.265
C 2.556 -1.183 0.811
P 2.731 -0.077 -0.619
C 3.231 -1.151 -2.053
C 4.291 -2.237 -1.889
C 3.560 -0.247 -3.242
C 4.128 1.097 -0.260
C 3.618 2.080 0.796
C 5.502 0.568 0.142
H -1.021 0.583 6.122
H -1.644 -0.377 4.776
H -2.475 1.100 5.264
H -0.517 2.454 4.525
H 0.776 -0.220 3.849
H 1.275 0.921 5.095
H 1.417 1.344 3.376
H -3.548 2.033 3.464
H -1.704 4.439 3.124
H -2.183 3.680 4.649
H -3.372 4.551 3.686
H -2.904 3.628 0.933
H -3.863 2.158 0.954
H -4.462 3.608 1.771
H -3.957 0.258 2.782
H -4.769 -1.943 2.115
H -3.229 -3.520 0.947
H -0.909 -2.848 0.502
H 0.191 -2.407 2.940
H 2.069 -3.748 3.680
H 4.316 -3.500 2.611
H 4.575 -1.884 0.781
H 2.278 -1.647 -2.274
H 5.283 -1.824 -1.694
H 4.356 -2.816 -2.814
H 4.045 -2.930 -1.087
H 4.518 0.263 -3.103
H 2.788 0.511 -3.396
H 3.629 -0.838 -4.157
H 4.234 1.646 -1.202
H 3.377 1.554 1.724
H 2.719 2.594 0.454
H 4.379 2.832 1.021
H 5.471 0.121 1.136
H 6.217 1.396 0.180
H 5.890 -0.173 -0.556
O -1.989 -1.707 -4.373
C -1.059 -1.689 -3.563
O -0.329 -0.707 -3.233
C -0.724 -3.033 -2.877
C -1.433 -4.193 -3.299
C -1.156 -5.389 -2.717
C -0.177 -5.453 -1.693
C 0.167 -6.650 -1.023
C 1.106 -6.644 -0.028
C 1.737 -5.437 0.342
C 1.426 -4.268 -0.294
C 0.464 -4.249 -1.332
N 0.182 -3.057 -1.936
H -2.172 -4.069 -4.076
H -1.673 -6.295 -3.016
H -0.331 -7.569 -1.309
H 1.360 -7.563 0.485
H 2.466 -5.429 1.143
H 1.886 -3.331 -0.003

Results
frontier orbital gap	6.774	eV
largest force on an atom	0.337	eV/Å
energy above the lowest of the compared OMol25 structures with the same formula, charge and spin	5.2	kcal per mole
total energy	-2996.9023	Ha
total charge	-1
LUMO level	2.59	eV



Record 3
C43H52F5I2N7PSSe3TeTi | the ωB97M-V functional and the def2-TZVPD basis

Positions of all 116 atoms, in Å:
Ti -0.024 -0.202 0.538
Se -1.768 -0.865 2.400
Se -2.614 0.911 3.580
Te -3.068 2.842 1.937
Se -1.279 2.458 0.285
C -5.927 -3.878 -0.877
C -4.844 -4.665 -1.550
C -5.106 -5.891 -2.139
C -4.106 -6.626 -2.753
C -2.816 -6.129 -2.786
C -2.530 -4.904 -2.213
C -3.536 -4.164 -1.592
N -3.278 -2.903 -1.052
C -2.059 -2.451 -0.571
N -1.368 -3.385 0.103
C -0.035 -3.383 0.561
C 0.717 -2.203 0.650
C 2.056 -2.389 1.030
C 2.601 -3.627 1.307
C 1.798 -4.753 1.272
C 0.472 -4.650 0.904
C -0.395 -5.881 0.898
N -1.682 -1.218 -0.708
C -2.600 -0.405 -1.433
C -3.521 0.355 -0.721
C -4.394 1.202 -1.376
C -4.366 1.278 -2.758
C -3.494 0.477 -3.475
C -2.611 -0.383 -2.832
C -1.715 -1.290 -3.625
H -6.831 -4.474 -0.784
H -6.171 -2.983 -1.453
H -5.610 -3.565 0.118
H -6.113 -6.279 -2.111
H -4.334 -7.579 -3.204
H -2.028 -6.684 -3.271
H -1.526 -4.508 -2.266
H -3.993 -2.196 -1.167
H -1.827 -4.282 0.161
H 2.699 -1.520 1.117
H 3.647 -3.712 1.549
H 2.200 -5.720 1.527
H 0.174 -6.722 1.288
H -0.730 -6.143 -0.108
H -1.270 -5.749 1.537
H -3.547 0.259 0.359
H -5.077 1.808 -0.795
H -5.040 1.948 -3.276
H -3.496 0.506 -4.557
H -1.333 -0.786 -4.509
H -2.270 -2.171 -3.952
H -0.868 -1.639 -3.033
F 1.932 6.300 -2.856
C 1.533 5.035 -2.658
C 1.960 4.330 -1.536
F 2.731 4.932 -0.620
C 1.560 3.018 -1.361
F 1.992 2.327 -0.294
C 0.714 2.384 -2.278
S 0.167 0.759 -2.050
C 0.285 3.117 -3.391
F -0.526 2.548 -4.295
C 0.696 4.424 -3.584
F 0.285 5.106 -4.662
I 2.187 -0.390 -1.753
I 4.690 -1.942 -1.727
N 1.285 0.495 1.510
P 2.177 0.917 2.726
N 2.163 2.569 3.088
C 3.384 3.330 3.323
C 3.099 4.827 3.411
C 1.943 5.063 4.373
C 0.669 4.379 3.856
C 0.990 3.351 2.767
N 3.782 0.460 2.598
C 4.491 0.692 1.345
C 5.820 -0.047 1.346
C 6.747 0.515 2.427
C 5.960 0.892 3.692
C 4.625 0.152 3.740
N 1.760 0.171 4.205
C 0.704 0.774 4.990
C 0.788 0.312 6.451
C 1.348 -1.110 6.527
C 0.906 -1.877 5.288
C 1.565 -1.266 4.050
H 4.124 3.157 2.532
H 3.811 3.004 4.280
H 2.863 5.233 2.427
H 4.003 5.326 3.769
H 1.774 6.133 4.508
H 2.222 4.646 5.344
H -0.014 5.114 3.428
H 0.149 3.899 4.687
H 1.105 3.867 1.803
H 0.164 2.643 2.663
H 4.687 1.761 1.190
H 3.864 0.351 0.518
H 6.283 0.049 0.367
H 5.627 -1.105 1.508
H 7.262 1.399 2.046
H 7.511 -0.225 2.665
H 5.784 1.967 3.714
H 6.528 0.638 4.591
H 4.078 0.405 4.649
H 4.838 -0.926 3.759
H -0.281 0.501 4.590
H 0.804 1.857 4.936
H -0.217 0.340 6.879
H 1.420 0.992 7.026
H 1.003 -1.606 7.436
H 2.439 -1.076 6.550
H -0.182 -1.823 5.200
H 1.180 -2.932 5.352
H 0.943 -1.482 3.163
H 2.549 -1.713 3.879

Results
frontier orbital gap	5.897	eV
largest force on an atom	2.419	eV/Å
energy above the lowest of the compared OMol25 structures with the same formula, charge and spin	0.0	kcal per mole
total energy	-12209.3710	Ha
total charge	-1
LUMO level	1.94	eV



Record 4
C43H52N3P3PdS3 | the ωB97M-V functional and the def2-TZVPD basis

Positions of all 105 atoms, in Å:
Pd 0.980 -0.797 -0.230
C -2.967 -3.947 -0.193
C -2.027 -2.815 -0.618
C -2.784 -1.587 -1.124
P -0.630 -2.241 0.507
C 0.105 -3.840 1.127
C -0.695 -4.643 2.149
C 0.563 -4.716 -0.035
C -1.415 -1.589 2.027
C -2.770 -1.514 2.300
C -3.248 -0.852 3.427
C -2.341 -0.221 4.269
C -0.981 -0.283 4.031
C -0.465 -0.987 2.920
N 0.816 -1.077 2.515
C 1.957 -0.887 3.170
C 2.127 -0.895 4.585
C 3.368 -0.781 5.173
C 4.524 -0.645 4.410
C 4.391 -0.639 3.024
C 3.163 -0.750 2.391
P 3.069 -0.798 0.553
C 4.299 -2.162 0.151
C 4.043 -3.398 1.011
C 4.190 -2.543 -1.324
C 4.066 0.756 0.195
C 4.496 0.845 -1.266
C 3.115 1.913 0.530
H -2.463 -4.915 -0.223
H -3.353 -3.822 0.818
H -3.825 -4.004 -0.873
H -1.445 -3.188 -1.472
H -3.445 -1.169 -0.364
H -2.086 -0.795 -1.408
H -3.399 -1.851 -1.991
H 0.989 -3.446 1.634
H -1.478 -5.243 1.678
H -0.032 -5.331 2.684
H -1.166 -3.988 2.883
H -0.287 -5.114 -0.596
H 1.189 -4.144 -0.725
H 1.146 -5.571 0.324
H -3.488 -1.953 1.620
H -4.315 -0.783 3.608
H -2.701 0.357 5.113
H -0.305 0.274 4.665
H 1.257 -1.034 5.212
H 3.435 -0.804 6.257
H 5.497 -0.550 4.875
H 5.290 -0.558 2.421
H 5.311 -1.792 0.362
H 3.033 -3.770 0.839
H 4.742 -4.199 0.745
H 4.145 -3.178 2.073
H 3.163 -2.853 -1.532
H 4.422 -1.717 -1.996
H 4.860 -3.379 -1.558
H 4.951 0.785 0.838
H 3.639 0.656 -1.921
H 4.871 1.848 -1.494
H 5.286 0.131 -1.512
H 2.165 1.706 0.027
H 2.920 1.987 1.600
H 3.511 2.863 0.160
N 0.940 -1.740 -3.191
C 1.111 -0.405 -3.414
N 0.848 0.497 -2.535
C 1.142 1.758 -3.017
C 0.985 2.937 -2.290
C 1.358 4.128 -2.880
C 1.864 4.165 -4.181
C 2.013 3.005 -4.919
C 1.654 1.805 -4.324
S 1.737 0.178 -4.962
H 0.893 -1.921 -2.162
H 1.490 -2.382 -3.733
H 0.571 2.884 -1.289
H 1.235 5.050 -2.329
H 2.142 5.115 -4.622
H 2.408 3.035 -5.927
S -2.284 5.072 1.475
P -2.350 3.419 0.375
S -1.059 1.931 0.546
C -2.407 3.917 -1.400
C -2.019 5.185 -1.810
C -2.037 5.526 -3.158
C -2.440 4.601 -4.106
C -2.821 3.327 -3.703
C -2.802 2.987 -2.362
C -4.051 2.736 0.530
C -4.251 1.450 1.008
C -5.539 0.950 1.153
C -6.633 1.727 0.806
C -6.437 3.017 0.324
C -5.153 3.521 0.196
H -1.731 5.905 -1.052
H -1.731 6.521 -3.464
H -2.443 4.863 -5.158
H -3.123 2.591 -4.440
H -3.078 1.986 -2.048
H -3.386 0.851 1.266
H -5.679 -0.054 1.539
H -7.638 1.333 0.915
H -7.288 3.632 0.053
H -4.995 4.534 -0.156

Results
frontier orbital gap	4.907	eV
largest force on an atom	0.743	eV/Å
energy above the lowest of the compared OMol25 structures with the same formula, charge and spin	3.8	kcal per mole
total energy	-4180.7050	Ha
total charge	-2
LUMO level	3.80	eV